Version one
DFT (the ωB97M-V functional and the def2-TZVPD basis) results for a 6-piece molecular cluster, H12O6 overall.

Cartesian coordinates (Å):
1 O 2.896 -7.689 1.762
2 H 3.728 -7.140 1.990
3 H 2.803 -8.015 0.879
4 O -6.285 1.861 0.177
5 H -7.059 1.799 -0.504
6 H -5.579 1.406 -0.303
7 O -3.899 3.186 0.907
8 H -3.715 4.121 0.950
9 H -4.740 2.947 1.049
10 O -7.535 1.564 2.769
11 H -6.870 1.756 2.116
12 H -7.777 0.636 2.529
13 O -4.873 -0.721 2.435
14 H -4.858 0.258 2.615
15 H -5.485 -1.032 3.115
16 O 20.081 1.928 -7.545
17 H 19.615 1.751 -6.793
18 H 19.553 1.385 -8.148

Orbital gap = 11.621 eV
SMILES = O.O.O.O.O.O

***

Version two
DFT (the ωB97M-V functional and the def2-TZVPD basis) results for H12O6 as an isolated structure.

Cartesian coordinates (Å):
1 O 1.170 1.205 2.114
2 H 1.241 0.836 1.233
3 H 1.333 2.140 1.997
4 O 1.495 -1.869 -0.775
5 H 2.310 -2.196 -0.395
6 H 1.365 -2.401 -1.560
7 O 0.122 -0.855 -1.967
8 H -0.088 0.012 -1.622
9 H 0.592 -1.290 -1.256
10 O 0.792 0.620 -0.189
11 H 0.519 -0.272 0.026
12 H -0.028 1.105 -0.289
13 O -1.303 -0.807 0.887
14 H -2.237 -0.865 0.682
15 H -1.049 -1.703 1.106
16 O -1.914 1.822 -0.200
17 H -2.735 1.804 0.294
18 H -1.585 2.713 -0.086

Orbital gap = 9.841 eV

***

Ordering by calculated energy gives the sequence version one, version two, with the first entry being the most stable.

***

Version one
DFT (the ωB97M-V functional and the def2-TZVPD basis) results for a 2-piece molecular cluster, C2H6Se overall.

Cartesian coordinates (Å):
1 C -0.049 -1.719 -0.166
2 C 0.057 1.620 0.283
3 Se 1.072 -0.093 0.181
4 H -0.969 -1.477 -0.636
5 H 0.664 -2.228 -0.806
6 H -0.335 -2.334 0.694
7 H 0.630 2.479 0.721
8 H -0.208 2.104 -1.105
9 H -0.862 1.647 0.834

Orbital gap = 9.121 eV

***

Version two
DFT (the ωB97M-V functional and the def2-TZVPD basis) results for the molecule C2H6Se.

Cartesian coordinates (Å):
1 C -0.898 -0.413 -0.137
2 C 0.174 0.618 -0.211
3 Se 2.104 -0.146 -0.043
4 H -1.768 -0.130 0.542
5 H -1.243 -0.508 -1.180
6 H -0.412 -1.350 0.151
7 H 0.074 1.323 0.700
8 H 0.089 1.287 -1.112
9 H 1.880 -0.681 1.290

Orbital gap = 9.630 eV
SMILES = CC[SeH]

***

Version three
DFT (the ωB97M-V functional and the def2-TZVPD basis) results for a 2-piece molecular cluster, C2H6Se overall.

Cartesian coordinates (Å):
1 C 0.462 -0.656 -0.044
2 C 0.166 0.938 0.156
3 Se -2.821 -1.676 -0.215
4 H 1.564 -0.511 -0.365
5 H 0.508 -1.291 0.847
6 H -0.203 -0.912 -0.970
7 H 0.964 1.478 0.810
8 H -0.780 1.216 0.666
9 H 0.139 1.413 -0.886

Orbital gap (alpha / beta) = 6.934 / 6.938 eV

***

Ordering by calculated energy gives the sequence version two, version one, version three, with the first entry being the most stable.

***

Version one
DFT (the ωB97M-V functional and the def2-TZVPD basis) results for C5H8OS2 as an isolated structure.

Cartesian coordinates (Å):
1 C 1.001 -1.773 0.947
2 C -0.152 -0.846 0.695
3 C -0.314 0.380 -1.476
4 C -1.204 1.476 -0.847
5 C 0.360 0.634 0.689
6 H 1.900 -1.270 0.352
7 H 1.219 -1.713 2.145
8 H 0.911 -2.846 0.465
9 H -0.864 -0.783 1.511
10 H -0.299 0.410 -2.625
11 H -2.278 1.521 -0.999
12 H -0.929 2.465 -1.199
13 H 0.871 1.016 1.608
14 O -0.760 1.532 0.510
15 S -0.734 -1.090 -0.926
16 S 1.272 0.889 -0.851

Orbital gap = 9.248 eV

***

Version two
DFT (the ωB97M-V functional and the def2-TZVPD basis) results for the molecule C5H8OS2.

Cartesian coordinates (Å):
1 C 0.577 0.930 0.220
2 C -0.923 1.219 0.138
3 C -1.587 -0.152 0.177
4 C -0.582 -1.082 -0.501
5 C 0.760 -0.541 -0.032
6 O 1.390 1.756 0.541
7 S 1.337 -1.228 1.636
8 S 2.132 -0.746 -1.271
9 H -1.200 2.020 1.000
10 H -1.112 1.704 -0.762
11 H -1.765 -0.415 1.358
12 H -2.568 -0.069 -0.366
13 H -0.675 -2.200 -0.179
14 H -0.498 -0.838 -1.584
15 H 2.643 -0.924 1.348
16 H 2.072 0.564 -1.723

Orbital gap = 9.819 eV
SMILES = O=C1CCCC1(S)S

***

Version three
DFT (the ωB97M-V functional and the def2-TZVPD basis) results for the molecule C5H8OS2.

Cartesian coordinates (Å):
1 C -0.201 2.300 -0.136
2 C 0.276 -0.287 0.804
3 C 0.111 -0.653 2.115
4 C -0.548 -0.955 -0.380
5 C 0.190 -1.690 -1.467
6 H 0.297 3.289 -0.285
7 H -0.490 2.227 -1.211
8 H -0.984 2.355 0.616
9 H -0.471 -1.556 2.348
10 H 0.454 -0.188 3.141
11 H -1.329 -1.601 0.212
12 H -1.100 -0.207 -0.981
13 H 1.305 -0.130 -1.115
14 O 1.250 -0.902 -1.827
15 S 1.203 1.154 0.201
16 S 0.035 -3.155 -2.035

Orbital gap = 8.943 eV
SMILES = C=C(CC(O)=S)SC

***

Ordering by calculated energy gives the sequence version two, version one, version three, with the first entry being the most stable.